[1]
Below is a cluster of 19 separate species, C35H97N11O46S8 in total in a non-equilibrium geometry, with properties calculated with ωB97M-V with the def2-TZVPD basis set.

```
197
Properties=species:S:1:pos:R:3:lowdin_charge:R:1
C -5.24810 3.01975 0.12514 0.07
N -4.24202 4.11964 0.17177 -0.39
O -4.62901 5.22413 -0.09418 0.07
O -3.03830 3.90361 0.53466 0.01
H -4.88894 2.08084 0.54650 0.09
H -5.56190 2.98666 -0.91819 0.11
H -6.04516 3.37820 0.77653 0.10
C -3.55136 -2.56235 -0.54977 0.03
N -3.72625 -3.87221 -1.08135 -0.41
O -3.27234 -4.91020 -0.56956 0.04
O -4.25353 -3.93736 -2.19670 0.05
H -4.08943 -1.85187 -1.17731 0.09
H -2.48899 -2.32193 -0.50887 0.08
H -4.01610 -2.64270 0.43290 0.10
C 1.42768 1.00675 -4.09994 0.06
N 0.37312 1.31109 -5.13684 -0.44
O 0.49754 0.76700 -6.19464 0.05
O -0.62112 1.92774 -4.81600 0.07
H 2.16848 1.80247 -4.17834 0.08
H 1.89279 0.02393 -4.17635 0.09
H 0.88975 1.12241 -3.15901 0.08
C -5.34461 -1.78094 3.48654 0.04
N -6.28926 -1.72790 2.36170 -0.46
O -6.99165 -0.73138 2.36045 0.06
O -6.35133 -2.63877 1.56017 0.06
H -5.77794 -1.20377 4.30337 0.09
H -4.43109 -1.44777 2.99401 0.10
H -5.31301 -2.83073 3.77816 0.10
C -4.69680 3.54788 4.00090 0.01
N -5.89577 2.79985 4.24774 -0.43
O -6.96005 3.35828 4.52040 0.08
O -5.73017 1.58386 4.24612 0.04
H -5.02791 4.50583 3.59988 0.07
H -4.11720 3.06052 3.21690 0.09
H -4.14735 3.79948 4.90803 0.12
C 3.20106 -2.63145 -3.27465 0.04
N 3.72122 -3.99150 -3.09409 -0.46
O 4.27282 -4.47533 -4.06065 0.07
O 3.50390 -4.60437 -2.09983 0.07
H 3.66593 -2.44197 -4.24217 0.10
H 3.76181 -2.01043 -2.57609 0.08
H 2.12757 -2.45118 -3.21807 0.10
C -2.72286 7.63174 1.38267 0.05
N -2.75726 6.52150 2.35889 -0.45
O -3.86758 6.13839 2.70192 0.02
O -1.74943 5.97985 2.67801 0.09
H -3.71578 7.92187 1.03913 0.10
H -2.32077 7.11933 0.50868 0.07
H -2.35606 8.52535 1.88765 0.11
C 4.82299 -6.11531 0.79251 0.06
N 4.53730 -4.92201 1.64993 -0.43
O 5.36392 -4.67107 2.54605 0.04
O 3.47101 -4.35016 1.47599 0.04
H 4.55991 -5.87798 -0.23830 0.07
H 4.07286 -6.70012 1.32484 0.10
H 5.82551 -6.53631 0.86879 0.10
C -2.35187 -3.42147 6.24309 0.07
N -2.09221 -4.34474 5.03360 -0.44
O -1.65511 -5.42321 5.31762 0.07
O -2.26100 -3.96327 3.90165 0.05
H -3.34785 -3.60574 6.64580 0.10
H -2.30837 -2.40549 5.85069 0.06
H -1.53583 -3.42196 6.96569 0.09
C 4.09694 -0.45423 0.90582 0.05
N 3.10785 0.22275 -0.00362 -0.41
O 2.98634 1.41746 0.06643 0.05
O 2.35405 -0.43789 -0.69417 0.05
H 4.79609 -1.06451 0.33412 0.08
H 3.53249 -1.10790 1.57081 0.08
H 4.70929 0.29460 1.40821 0.10
C -0.53330 -3.12683 -6.44167 0.04
N -1.02562 -3.66483 -5.16125 -0.39
O -0.21670 -3.92028 -4.24406 0.02
O -2.26111 -3.62638 -5.04427 0.07
H -1.28808 -2.84806 -7.17699 0.10
H 0.06087 -3.88248 -6.95554 0.10
H 0.11013 -2.28880 -6.17373 0.09
O 3.27928 -2.98098 7.67935 -0.34
S 2.74012 -4.32787 7.98917 0.75
O 1.27965 -4.50698 8.38072 -0.35
O 2.89162 -5.12609 6.52165 -0.28
C 2.31206 -4.56764 5.36288 -0.29
C 2.21774 -5.51679 4.16335 -0.05
C 3.91113 -5.15702 9.19811 -0.08
H 2.93985 -3.76718 4.97141 0.11
H 1.44389 -4.02186 5.73235 0.10
H 1.80828 -6.46917 4.50013 0.08
H 3.19245 -5.73891 3.72895 0.05
H 1.78605 -4.98958 3.31259 0.07
H 4.85378 -5.31515 8.67418 0.07
H 3.51915 -6.12377 9.51408 0.07
H 4.05308 -4.41267 9.98163 0.07
O 1.89085 0.01953 3.09785 -0.30
S 1.32772 0.95824 4.02950 0.70
O 1.79844 2.37450 3.96644 -0.30
O -0.35952 0.78465 3.99440 -0.28
C -1.19939 1.69838 4.63247 -0.30
C -1.81547 0.89083 5.71001 -0.07
C 1.63645 0.27370 5.73254 -0.07
H -1.97126 1.99613 3.92277 0.11
H -0.64515 2.54131 5.04525 0.13
H -1.87361 -0.17081 5.46998 0.07
H -2.73550 1.28779 6.13905 0.09
H -1.07589 0.75246 6.49866 0.07
H 2.72225 0.22039 5.65325 0.07
H 1.11277 -0.67789 5.82395 0.07
H 1.35432 1.12146 6.35690 0.06
O 4.15594 1.90669 -2.80383 -0.29
S 5.44440 1.24835 -2.74114 0.69
O 5.61367 0.08109 -1.86311 -0.31
O 6.03417 0.79672 -4.23608 -0.26
C 5.81456 1.68097 -5.34281 -0.28
C 7.04512 1.93721 -6.17517 -0.07
C 6.85661 2.49065 -2.24760 -0.06
H 5.53814 2.64794 -4.92251 0.10
H 4.91177 1.42062 -5.89535 0.13
H 7.85190 2.59052 -5.84296 0.08
H 6.81756 2.39754 -7.13664 0.08
H 7.39382 0.98997 -6.58657 0.08
H 6.86139 2.74686 -1.18814 0.06
H 6.70717 3.36569 -2.88011 0.05
H 7.79275 2.04949 -2.58985 0.06
O -1.63868 0.69668 -2.18571 -0.27
S -1.56150 0.57637 -0.74763 0.66
O -2.82689 0.51360 0.01295 -0.33
O -0.63147 -0.73740 -0.49472 -0.25
C -0.60109 -1.19752 0.82876 -0.34
C -0.11758 -2.59667 1.02292 -0.05
C -0.51263 1.88357 0.05443 -0.08
H -1.49728 -1.14817 1.44725 0.12
H 0.11346 -0.58222 1.37550 0.09
H -0.59212 -3.41615 0.48314 0.07
H -0.02343 -2.92694 2.05741 0.08
H 0.90341 -2.62825 0.64256 0.07
H 0.51036 1.68724 -0.26661 0.05
H -0.55481 1.75367 1.13584 0.06
H -0.92603 2.85616 -0.21250 0.03
O -1.37246 5.48970 -4.43812 -0.28
S -0.90936 5.05077 -3.15401 0.72
O -0.94373 3.63966 -2.59646 -0.31
O 0.59291 5.78167 -2.96109 -0.27
C 0.85561 6.91191 -3.75268 -0.34
C 2.30239 7.18892 -3.69698 -0.07
C -1.76556 6.12647 -1.99353 -0.12
H 0.26263 7.75104 -3.38892 0.12
H 0.57981 6.89073 -4.80700 0.12
H 3.01366 6.36519 -3.75727 0.09
H 2.35730 7.77825 -2.78167 0.08
H 2.52144 7.83369 -4.54809 0.08
H -2.69725 5.57676 -1.85984 0.06
H -1.84455 7.10495 -2.46728 0.07
H -1.12508 6.20077 -1.11470 0.06
O 2.36281 -7.35794 -1.00580 -0.32
S 1.29761 -7.69097 -1.93021 0.72
O 1.61465 -8.45803 -3.13164 -0.29
O 0.13777 -8.60923 -1.09607 -0.28
C -0.34916 -8.32900 0.20000 -0.27
C 0.72104 -8.37721 1.32557 -0.07
C 0.14914 -6.17754 -2.33614 -0.06
H -1.11950 -9.06220 0.43894 0.11
H -1.05901 -7.50426 0.26342 0.11
H 1.46583 -9.16288 1.19866 0.08
H 0.21404 -8.53216 2.27795 0.07
H 1.37821 -7.51438 1.43397 0.04
H 0.88094 -5.40891 -2.58468 0.02
H -0.45838 -5.81008 -1.50909 0.05
H -0.42812 -6.42888 -3.22591 0.06
O -4.81039 0.73692 -5.61077 -0.29
S -5.88640 0.96295 -4.66222 0.67
O -6.17529 2.25425 -4.03746 -0.31
O -7.24636 0.38677 -5.38522 -0.26
C -7.32970 0.44227 -6.78279 -0.29
C -8.61382 1.12431 -7.25560 -0.08
C -5.81042 -0.26706 -3.30863 -0.10
H -7.27254 -0.61288 -7.05017 0.13
H -6.65691 1.08295 -7.35286 0.12
H -9.53288 0.82060 -6.75442 0.07
H -8.85621 0.79961 -8.26749 0.07
H -8.65548 2.19644 -7.44769 0.08
H -5.07084 0.00410 -2.55524 0.05
H -5.36846 -1.19551 -3.67025 0.07
H -6.77003 -0.31732 -2.79411 0.07
O 4.30586 8.00513 -0.25149 -0.32
S 4.44626 7.08409 0.89269 0.73
O 3.91918 7.40641 2.24220 -0.30
O 3.79711 5.59505 0.42813 -0.28
C 2.57498 5.54689 -0.20882 -0.28
C 1.55456 4.52080 0.40321 -0.02
C 6.22795 6.48044 0.92183 -0.09
H 2.84425 5.32756 -1.24201 0.11
H 2.17901 6.55923 -0.28930 0.10
H 1.18301 4.59707 1.42510 0.08
H 1.99336 3.53089 0.52832 0.05
H 0.66783 4.43452 -0.22478 0.05
H 6.31892 5.75204 1.72760 0.07
H 6.71351 7.45197 1.01378 0.06
H 6.61870 6.03380 0.00754 0.06
```

- Strongest force on any atom: 5.231 eV/A
- E_HOMO: -0.379 Ha
- Kohn-Sham gap: 10.115 eV

[2]
Below is a cluster of 14 separate species, C36H100O14 in total in a non-equilibrium geometry, with properties calculated with ωB97M-V with the def2-TZVPD basis set.

```
150
Properties=species:S:1:pos:R:3:lowdin_charge:R:1
C 3.17413 -3.18302 -2.81054 -0.14
O 1.95197 -2.44123 -2.84596 -0.16
H 3.18064 -3.80061 -3.71281 0.07
H 3.99818 -2.44892 -2.88513 0.08
H 3.32192 -3.85430 -1.90593 0.08
H 1.82713 -1.97786 -2.01419 0.02
C 5.47678 0.06932 0.18329 -0.15
O 5.68847 1.28880 0.87571 -0.14
H 4.65431 -0.53759 0.53515 0.06
H 5.28936 0.29957 -0.86526 0.07
H 6.36484 -0.58208 0.22155 0.09
H 5.69412 1.00255 1.82658 0.07
C 0.31666 -2.15124 4.14731 -0.16
O -0.70310 -2.87657 4.82373 -0.13
H -0.15360 -1.38194 3.51023 0.07
H 0.95092 -1.61723 4.85801 0.08
H 0.98976 -2.74021 3.51538 0.05
H -1.09106 -3.55164 4.21077 0.08
C 4.51103 2.94115 3.51290 -0.04
C 3.94452 1.57659 3.77836 -0.53
C 2.85719 1.27178 2.87355 -0.07
O 5.00786 0.64380 3.68790 -0.06
H 4.83769 3.06823 2.48951 0.05
H 5.35998 3.26697 4.12227 0.09
H 3.71870 3.69917 3.67655 0.10
H 3.54305 1.42202 4.80172 0.15
H 3.17917 1.22663 1.81207 0.08
H 2.16805 2.12027 2.93995 0.10
H 2.37727 0.32374 3.10756 0.08
H 5.65632 1.02784 4.29423 0.10
C 2.65877 -3.81307 1.17863 -0.05
C 4.07094 -3.70837 1.75598 -0.47
C 4.16253 -2.63555 2.91455 -0.04
O 4.63033 -4.90379 2.24632 -0.04
H 2.49587 -2.86340 0.66733 0.07
H 1.86028 -4.00448 1.92360 0.07
H 2.58606 -4.59449 0.43951 0.06
H 4.75758 -3.28445 1.02643 0.12
H 3.55228 -2.83057 3.79624 0.07
H 3.76695 -1.65694 2.56268 0.06
H 5.15717 -2.43255 3.30623 0.07
H 4.89489 -5.45988 1.50386 0.09
C 2.82678 3.59306 -0.35467 -0.05
C 4.03970 4.40730 -0.75814 -0.49
C 3.72319 5.83099 -1.08061 -0.06
O 5.06444 4.35496 0.26594 -0.06
H 2.35838 4.02292 0.53084 0.09
H 3.06244 2.53259 -0.20113 0.07
H 2.02883 3.56688 -1.08911 0.06
H 4.48397 3.98909 -1.69671 0.13
H 3.40011 6.34409 -0.17170 0.09
H 2.89461 5.84417 -1.76874 0.07
H 4.51318 6.46296 -1.43697 0.07
H 5.17627 3.41152 0.47746 0.04
C -4.48284 -2.88913 4.07713 -0.04
C -4.36508 -1.99248 2.85764 -0.49
C -3.28144 -2.49948 1.94145 -0.05
O -5.61284 -1.87799 2.13890 -0.07
H -4.80046 -3.83552 3.72156 0.07
H -5.15446 -2.51297 4.87915 0.09
H -3.47365 -2.95753 4.49633 0.07
H -4.16925 -0.95241 3.09009 0.10
H -3.20097 -2.06769 0.93319 0.07
H -3.41249 -3.55660 1.74036 0.07
H -2.28033 -2.45156 2.39686 0.07
H -6.28833 -1.76354 2.83602 0.09
C -3.47244 -0.02303 -4.91435 -0.04
C -2.21021 -0.37997 -4.20578 -0.48
C -1.40217 -1.51241 -4.77844 -0.03
O -1.27952 0.74117 -4.13432 -0.10
H -4.00358 0.80167 -4.42105 0.07
H -4.16988 -0.87284 -4.86419 0.10
H -3.22554 0.17978 -5.97732 0.10
H -2.42335 -0.57713 -3.14353 0.12
H -1.11921 -1.24920 -5.77910 0.08
H -2.07483 -2.36028 -4.78284 0.08
H -0.53684 -1.80844 -4.17361 0.08
H -1.48824 1.41273 -4.79964 0.10
C -4.29890 0.92987 -0.58361 -0.05
C -5.15244 0.83692 -1.78692 -0.53
C -6.62794 0.73923 -1.52915 -0.05
O -4.93952 1.88667 -2.72471 -0.05
H -4.39959 1.89647 -0.10471 0.08
H -3.26045 0.83376 -0.88261 0.05
H -4.54788 0.11071 0.09919 0.08
H -4.87377 -0.12473 -2.26112 0.13
H -7.14165 0.43403 -2.44797 0.08
H -7.03718 1.74443 -1.26121 0.10
H -6.89985 0.03915 -0.73414 0.08
H -4.04966 2.19822 -2.57868 0.03
C 2.55512 0.32674 -4.71819 -0.03
C 2.58813 1.35819 -3.58870 -0.47
C 3.04474 2.70967 -4.15143 -0.05
O 1.35670 1.38011 -2.90786 -0.07
H 2.41122 -0.65368 -4.28629 0.06
H 3.48767 0.39062 -5.25965 0.08
H 1.78537 0.57499 -5.43307 0.08
H 3.35420 1.04216 -2.83040 0.15
H 2.49334 3.02798 -5.05011 0.09
H 4.04939 2.51271 -4.55240 0.08
H 3.13948 3.50733 -3.39090 0.06
H 0.63188 1.20117 -3.51383 0.06
C -2.66016 1.97173 2.84520 -0.06
C -3.95006 2.75415 2.89739 -0.48
C -5.17623 1.87349 3.30333 -0.05
O -3.87166 3.84908 3.81442 -0.06
H -2.75091 1.12892 2.15211 0.06
H -2.35638 1.55294 3.81327 0.09
H -1.87459 2.63015 2.41174 0.09
H -4.12763 3.20192 1.92152 0.12
H -6.13968 2.41481 3.37533 0.09
H -4.98178 1.36763 4.26815 0.08
H -5.34845 1.04644 2.63233 0.04
H -3.86956 3.44334 4.69341 0.09
C 0.02813 0.99882 0.18985 -0.02
C 0.34940 -0.42929 -0.17712 -0.48
C -0.76895 -1.15432 -0.90679 -0.01
O 1.58369 -0.53778 -0.83966 -0.08
H 0.71770 1.35091 0.96825 0.07
H -0.99459 1.07075 0.54993 0.06
H 0.04592 1.72157 -0.62663 0.07
H 0.61146 -1.01300 0.74383 0.14
H -0.55102 -2.19682 -0.92561 0.07
H -0.90088 -0.72172 -1.87784 0.05
H -1.70811 -0.89991 -0.38273 0.07
H 1.56465 0.16971 -1.52397 0.06
C 0.25853 -6.63982 1.86785 -0.05
C -0.91965 -5.77501 1.41717 -0.50
C -1.00876 -5.66515 -0.07979 -0.06
O -2.19675 -6.06333 2.01293 -0.05
H 1.13966 -6.38546 1.28157 0.06
H 0.11880 -7.72104 1.77164 0.08
H 0.42420 -6.42470 2.93835 0.09
H -0.62264 -4.77890 1.76043 0.11
H -1.67212 -4.87393 -0.40383 0.07
H -1.38437 -6.54731 -0.61467 0.09
H -0.02620 -5.49915 -0.52353 0.07
H -2.50725 -6.92553 1.68629 0.10
C -1.82834 4.50168 -3.55021 -0.04
C -1.48210 3.78553 -2.24051 -0.52
C -1.68143 4.65450 -1.04427 -0.04
O -2.20755 2.59897 -2.14586 -0.08
H -2.86120 4.81834 -3.44404 0.08
H -1.77276 3.75832 -4.37342 0.07
H -1.18867 5.35027 -3.85945 0.09
H -0.40749 3.52178 -2.32564 0.13
H -1.15215 4.31239 -0.15240 0.08
H -2.70183 4.64771 -0.72732 0.07
H -1.40739 5.68393 -1.34699 0.10
H -1.78126 1.89741 -2.68234 0.07
```

- Strongest force on any atom: 2.432 eV/A
- E_HOMO: -0.361 Ha
- Kohn-Sham gap: 10.287 eV
- Energy above the lowest of the compared OMol25 structures with the same formula, charge and spin: 251.0 kJ/mol